Record 1
Below is a single C4H8N4 molecule, with properties calculated with wB97M-V/def2-TZVPD.

Values from the calculation:
M = 112.14 g/mol
LUMO level = 0.024 Eh
HOMO energy = -9.30 eV
SMILES = [H]/N=C(\N)CNCC#N
orbital gap = 9.960 eV
net charge = 0
total energy = -376.18926 Eh

Positions of all 16 atoms, in Å:
H1 0.99 2.14 1.05
N1 0.57 1.19 0.97
C1 1.18 0.45 0.14
N2 2.36 0.75 -0.56
C2 0.42 -0.89 -0.31
N3 -0.72 -1.15 0.48
C3 -1.97 -0.66 -0.01
C4 -2.21 0.79 -0.25
N4 -2.43 1.95 -0.35
H2 2.62 -0.10 -1.06
H3 3.21 1.03 0.08
H4 0.24 -0.96 -1.32
H5 1.27 -1.65 0.05
H6 -0.55 -0.84 1.41
H7 -2.71 -0.97 0.70
H8 -2.27 -1.07 -1.01

Mulliken population analysis, charges in e, atoms 1 to 6: 0.236 -0.592 0.544 -0.583 -0.876 -0.326



Record 2
Below is a single C4H8N4O molecule, with properties calculated with wB97M-V/def2-TZVPD.

Values from the calculation:
M = 128.13 g/mol
LUMO level = 0.022 Eh
HOMO energy = -8.12 eV
SMILES = C=C(N)C(=O)N=C(N)N
orbital gap = 8.730 eV
net charge = 0
total energy = -451.39691 Eh

Positions of all 17 atoms, in Å:
C1 -1.18 0.36 -1.49
C2 -0.97 0.53 -0.12
N1 -1.51 1.53 0.69
C3 -1.11 -0.89 0.33
O1 -2.08 -1.34 0.92
N2 0.13 -1.58 0.25
C4 1.19 -0.88 0.14
N3 2.44 -1.41 0.07
N4 1.10 0.53 0.38
H1 -1.72 1.12 -2.03
H2 -0.57 -0.25 -2.13
H3 -1.94 2.28 0.16
H4 -2.17 1.14 1.35
H5 2.45 -2.42 0.07
H6 3.17 -0.99 0.62
H7 0.95 1.34 -0.21
H8 1.81 0.92 1.00

Mulliken population analysis, charges in e, atoms 1 to 6: -1.074 0.743 -0.567 0.363 -0.578 -0.552



Record 3
Below is 2 unconnected molecules or ions with the total composition C4H8N4O, with properties calculated with wB97M-V/def2-TZVPD.

Values from the calculation:
M = 128.13 g/mol
LUMO level = -0.017 Eh
HOMO energy = -9.17 eV
SMILES = [H]/N=C/C(C)=N/[H].N#CON
orbital gap = 8.697 eV
net charge = 0
total energy = -451.25557 Eh

Positions of all 17 atoms, in Å:
H1 -1.44 2.43 -1.71
N1 -1.09 1.98 -0.87
C1 -1.26 0.79 -0.61
C2 -0.29 0.14 0.69
C3 0.11 1.16 1.71
N2 -0.72 -1.05 0.94
H2 -0.84 -1.21 1.94
H3 -1.82 -0.03 -1.05
H4 0.92 1.76 1.30
H5 0.52 0.69 2.60
H6 -0.71 1.84 1.93
N3 2.38 -0.03 -0.07
C4 1.38 -0.19 -0.65
O1 0.72 -0.80 -1.65
N4 0.91 -2.23 -1.73
H7 0.09 -2.76 -2.03
H8 1.14 -2.48 -0.76

Mulliken population analysis, charges in e, atoms 1 to 6: 0.252 -0.486 -0.154 0.829 -1.312 -0.683



Record 4
Below is 2 unconnected molecules or ions with the total composition C4H8N4O, with properties calculated with wB97M-V/def2-TZVPD.

Values from the calculation:
M = 128.13 g/mol
LUMO level (alpha / beta) = 0.014 / -0.019 Eh
HOMO energy (alpha / beta) = -8.52 / -8.28 eV
orbital gap (alpha / beta) = 8.908 / 7.782 eV
net charge = 0
total energy = -451.21816 Eh

Positions of all 17 atoms, in Å:
C1 2.59 0.97 1.21
C2 1.47 0.21 1.45
C3 -0.99 1.10 -1.63
C4 -2.11 -1.48 0.09
N1 2.83 1.01 -0.13
N2 1.88 0.44 -0.71
N3 1.07 -0.08 0.22
N4 -0.01 -0.73 -0.28
O1 -0.92 -0.97 0.72
H1 3.10 1.48 1.93
H2 1.07 -0.22 2.33
H3 -0.15 0.94 -2.33
H4 -1.82 0.44 -1.86
H5 -0.91 1.84 -0.80
H6 -1.92 -2.49 -0.25
H7 -2.29 -0.79 -0.80
H8 -2.89 -1.66 0.83

Mulliken population analysis, charges in e, atoms 1 to 6: -0.707 0.257 -0.973 -0.215 -0.436 -0.392



Record 5
Below is a single C4H8N4OS molecule, with properties calculated with wB97M-V/def2-TZVPD.

Values from the calculation:
M = 160.20 g/mol
LUMO level = 0.010 Eh
HOMO energy = -8.64 eV
SMILES = N=[S@](N)(=O)N1C=CC=NC1
orbital gap = 8.928 eV
net charge = 0
total energy = -849.53827 Eh

Positions of all 18 atoms, in Å:
N1 0.50 2.65 0.92
S1 0.76 1.22 1.18
N2 -0.54 0.48 1.92
O1 1.95 0.96 1.87
N3 0.94 0.20 -0.26
C1 0.24 0.50 -1.43
C2 -0.39 -0.42 -2.26
C3 -0.33 -1.82 -1.71
N4 0.19 -2.07 -0.59
C4 1.12 -1.21 0.06
H1 -0.23 2.78 0.28
H2 -0.30 0.63 2.84
H3 -0.46 -0.49 1.85
H4 0.06 1.53 -1.49
H5 -0.67 -0.20 -3.21
H6 -1.01 -2.47 -2.16
H7 1.18 -1.28 1.18
H8 2.22 -1.49 -0.23

Mulliken population analysis, charges in e, atoms 1 to 6: -0.752 1.087 -0.516 -0.605 -0.001 -0.069



Record 6
Below is a gas-phase ion, C4H8NO (charge +1), with properties calculated with wB97M-V/def2-TZVPD.

Values from the calculation:
M = 86.11 g/mol
LUMO level (alpha / beta) = -0.160 / -0.142 Eh
HOMO energy (alpha / beta) = -11.99 / -12.53 eV
orbital gap (alpha / beta) = 7.652 / 8.673 eV
net charge = +1
total energy = -286.75832 Eh

Positions of all 14 atoms, in Å:
C1 -2.77 0.70 0.45
C2 -1.80 0.28 -0.33
C3 -1.03 -1.03 -0.28
C4 0.87 0.00 -0.38
N1 2.36 -0.20 0.01
O1 0.20 -1.04 -0.07
H1 -3.46 1.58 0.10
H2 -2.84 0.32 1.50
H3 -1.68 0.79 -1.29
H4 -1.50 -2.04 -0.23
H5 0.72 0.77 -1.11
H6 2.41 -0.55 1.08
H7 2.86 0.69 -0.14
H8 2.88 -1.02 -0.40

Mulliken population analysis, charges in e, atoms 1 to 6: -0.566 -0.219 -0.023 -0.247 -0.373 -0.238



Record 7
Below is 2 unconnected molecules or ions with the total composition C4H8NO, with properties calculated with wB97M-V/def2-TZVPD.

Values from the calculation:
M = 86.11 g/mol
LUMO level (alpha / beta) = -0.179 / -0.184 Eh
HOMO energy (alpha / beta) = -13.44 / -13.55 eV
orbital gap (alpha / beta) = 8.567 / 8.542 eV
net charge = +1
total energy = -286.71566 Eh

Positions of all 14 atoms, in Å:
C1 -1.33 -1.58 -0.74
C2 -0.31 -0.83 -0.37
C3 -1.64 -0.36 -1.59
C4 1.48 -0.05 1.26
N1 1.25 1.32 1.04
O1 -0.49 0.34 -1.10
H1 -1.96 -2.53 -0.47
H2 -1.69 -0.49 -2.65
H3 -2.54 0.01 -1.29
H4 2.33 -0.45 0.73
H5 1.33 -0.44 2.30
H6 1.70 1.94 1.66
H7 0.30 1.62 1.09
H8 1.58 1.49 0.12

Mulliken population analysis, charges in e, atoms 1 to 6: -0.129 0.010 -0.238 -0.670 -0.176 -0.375



Record 8
Below is a gas-phase ion, C4H8NO (charge +1), with properties calculated with wB97M-V/def2-TZVPD.

Values from the calculation:
M = 86.11 g/mol
LUMO level = -0.223 Eh
HOMO energy = -14.84 eV
orbital gap = 8.767 eV
net charge = +1
total energy = -286.83239 Eh

Positions of all 14 atoms, in Å:
C1 0.84 0.51 0.34
C2 -0.47 -1.41 -0.57
C3 -0.43 -0.14 -0.03
C4 -1.64 0.74 0.01
N1 1.88 -0.42 -0.06
O1 -0.79 -1.48 0.66
H1 0.79 1.49 -0.14
H2 0.88 0.71 1.43
H3 -0.25 -2.06 -1.39
H4 -1.34 1.72 -0.14
H5 -2.13 0.62 1.03
H6 -2.34 0.38 -0.70
H7 2.28 -0.21 -0.98
H8 2.72 -0.45 0.53

Mulliken population analysis, charges in e, atoms 1 to 6: -0.487 -0.112 0.980 -1.386 -0.602 -0.249